Molecular formula: C27H53F5N10OPdSTe
Method: DFT, ωB97M-V with the def2-TZVPD basis set

Values from the calculation:
* total charge: +2
* LUMO (alpha / beta): -4.63 / -9.00 eV
* ⟨S²⟩: 6.07
* E: -80985.5022 eV
* gap between HOMO and LUMO (alpha / beta): 0.3068 / 0.1459 Eh
* spin multiplicity: 5

Each line ends with the Löwdin charge.
Atoms and positions in Å:
Pd1 -0.281 -0.110 0.404  0.9210
C1 2.485 0.464 -4.014  0.0303
N1 1.704 -0.083 -2.927  0.0067
C2 0.292 0.164 -2.952  -0.0297
C3 2.282 -0.832 -1.928  -0.3047
N2 1.583 -1.023 -0.822  0.1503
C4 2.115 -1.880 0.207  -0.1628
C5 2.486 -1.022 1.418  -0.1368
N3 1.283 -0.411 2.024  -0.1949
C6 1.463 1.005 2.421  -0.1553
C7 1.670 1.943 1.234  -0.2141
N4 0.581 1.893 0.255  -0.0166
C8 0.368 2.926 -0.543  -0.4032
N5 1.213 4.008 -0.551  -0.1650
C9 0.697 5.374 -0.575  -0.0366
C10 2.649 3.875 -0.760  -0.0413
N6 -0.686 2.980 -1.396  -0.1378
C11 -1.992 2.364 -1.186  -0.0427
C12 -0.616 3.752 -2.639  -0.0260
C13 0.714 -1.283 3.087  -0.1331
C14 -0.733 -1.677 2.861  -0.2452
N7 -1.020 -2.010 1.467  0.0047
C15 -1.820 -3.027 1.175  -0.3605
N8 -2.565 -3.003 0.030  -0.0671
C16 -2.607 -4.193 -0.837  -0.0076
C17 -3.017 -1.735 -0.481  -0.1879
N9 -1.958 -4.120 1.955  -0.1281
C18 -0.874 -4.655 2.770  -0.0304
C19 -3.176 -4.937 1.964  -0.0183
N10 3.517 -1.327 -2.204  -0.1649
C20 4.660 -1.249 -1.301  -0.0267
C21 3.708 -2.155 -3.408  -0.0098
H1 2.400 -0.166 -4.904  0.1360
H2 3.529 0.553 -3.729  0.1099
H3 2.078 1.443 -4.259  0.1146
H4 0.018 0.674 -3.866  0.1042
H5 0.001 0.752 -2.079  0.0687
H6 -0.199 -0.814 -2.942  0.0391
H7 2.967 -2.468 -0.122  0.1121
H8 1.321 -2.568 0.504  0.1174
H9 3.172 -0.236 1.115  0.1007
H10 3.009 -1.643 2.145  0.1394
H11 2.328 1.117 3.084  0.1458
H12 0.580 1.306 2.978  0.0971
H13 2.615 1.688 0.749  0.0924
H14 1.785 2.949 1.648  0.1275
H15 -0.361 5.381 -0.318  0.0995
H16 0.831 5.856 -1.546  0.0928
H17 1.234 5.964 0.169  0.1007
H18 2.900 2.847 -1.014  0.0793
H19 3.229 4.182 0.114  0.0982
H20 2.948 4.509 -1.599  0.1013
H21 -1.981 1.728 -0.314  -0.0274
H22 -2.287 1.767 -2.053  0.0975
H23 -2.747 3.141 -1.040  0.1117
H24 0.409 4.032 -2.867  0.0911
H25 -1.236 4.649 -2.599  0.1040
H26 -0.994 3.129 -3.452  0.0996
H27 0.777 -0.785 4.057  0.1405
H28 1.322 -2.186 3.147  0.1199
H29 -1.349 -0.816 3.116  0.0263
H30 -1.004 -2.451 3.574  0.1085
H31 -2.180 -3.964 -1.804  0.0482
H32 -3.626 -4.544 -0.989  0.1085
H33 -2.008 -4.985 -0.398  0.0977
H34 -3.358 -1.125 0.351  0.0977
H35 -3.844 -1.881 -1.174  0.1274
H36 -1.164 -1.190 -0.713  -0.0259
H37 0.077 -4.211 2.480  0.0851
H38 -0.816 -5.731 2.604  0.1043
H39 -1.043 -4.495 3.836  0.0985
H40 -3.976 -4.441 1.424  0.0970
H41 -3.493 -5.073 2.999  0.1032
H42 -2.996 -5.920 1.527  0.1008
H43 4.492 -0.508 -0.524  0.0837
H44 5.535 -0.940 -1.874  0.1062
H45 4.899 -2.211 -0.842  0.0988
H46 2.759 -2.309 -3.924  0.1014
H47 4.091 -3.132 -3.111  0.1066
H48 4.431 -1.706 -4.093  0.1000
S1 -2.244 0.907 1.951  0.9168
C22 -1.995 2.169 3.087  -0.6200
C23 -2.699 2.082 4.308  -0.0817
C24 -2.526 3.057 5.270  -0.0405
C25 -1.674 4.132 5.027  -0.0198
C26 -1.000 4.242 3.808  -0.0450
C27 -1.151 3.273 2.841  -0.0997
H49 -3.368 1.247 4.477  0.1133
H50 -3.057 2.982 6.209  0.1234
H51 -1.541 4.892 5.786  0.1240
H52 -0.352 5.091 3.625  0.1181
H53 -0.650 3.356 1.886  0.0857
F1 -3.673 -0.529 -3.532  -0.5038
Te1 -2.473 -2.036 -3.859  1.9693
F2 -2.558 -2.827 -5.540  -0.4258
F3 -0.363 -2.610 -3.780  -0.6404
F4 -4.193 -2.975 -3.670  -0.5387
F5 -1.694 -0.605 -4.896  -0.4826
O1 -1.987 -1.029 -1.215  -0.2062

Atoms 1-2, force components in eV/Å:
0.7763 0.8527 1.7280
0.2223 0.1339 -0.0723

Molecular formula: C27H54Cl2InN3O4Si2
Method: DFT, ωB97M-V with the def2-TZVPD basis set

Values from the calculation:
* total charge: 0
* energy relative to the best compared isomer or geometry (same formula, charge and spin): 6.829 eV
* LUMO (alpha / beta): 0.29 / -0.19 eV
* E: -87507.8210 eV
* gap between HOMO and LUMO (alpha / beta): 0.2691 / 0.0845 Eh
* spin multiplicity: 1

Each line ends with the Löwdin charge.
Atoms and positions in Å:
C1 -1.320 -0.513 -5.376  -0.0065
C2 -0.532 -1.337 -4.372  -0.3931
H1 -0.667 -0.303 -6.242  0.0854
H2 -1.619 0.451 -4.933  0.0787
H3 -2.241 -1.047 -5.705  0.1002
C3 0.063 -2.553 -4.772  -0.0788
C4 0.346 -2.899 -6.173  -0.1267
H4 0.433 -3.265 -4.026  0.0941
H5 1.031 -2.203 -6.694  0.0818
H6 -0.566 -3.005 -6.793  0.0812
H7 0.832 -3.887 -6.161  0.0714
In1 -0.710 1.555 1.125  0.3044
Cl1 -1.953 3.575 1.754  0.0610
C5 0.143 -1.963 2.007  -0.2810
O1 0.433 -0.746 1.907  -0.0841
N1 0.807 -2.849 2.769  -0.1712
C6 2.037 -2.487 3.459  -0.0312
C7 0.332 -4.216 2.948  -0.0484
H8 -0.722 -2.404 1.475  0.1322
H9 2.199 -1.408 3.392  0.0880
H10 2.893 -3.017 3.015  0.0940
H11 1.951 -2.796 4.511  0.0904
H12 -0.741 -4.271 2.742  0.0868
H13 0.523 -4.525 3.984  0.0901
H14 0.850 -4.910 2.272  0.0821
H15 1.336 2.715 5.468  0.1019
H16 0.393 5.087 5.400  0.1000
C8 2.015 3.081 4.686  -0.0195
C9 0.910 5.278 4.449  -0.0256
N2 1.310 4.020 3.825  -0.1693
H17 2.405 2.246 4.099  0.0941
C10 0.899 3.671 2.621  -0.3286
O2 0.947 2.465 2.190  -0.1447
H18 0.248 5.811 3.763  0.0952
H19 0.487 4.478 2.003  0.0937
H20 2.825 3.635 5.167  0.0924
H21 1.795 5.888 4.674  0.0929
H22 1.901 1.201 -3.034  0.0447
H23 3.305 -2.042 -3.090  0.0892
C11 2.892 0.832 -2.739  -0.0394
C12 3.673 -1.455 -2.231  -0.0577
N3 2.756 -0.365 -1.928  -0.1744
H24 3.409 1.623 -2.179  0.0841
C13 2.003 -0.340 -0.801  -0.2848
O3 1.314 0.631 -0.450  -0.1142
H25 3.758 -2.127 -1.371  0.0887
H26 2.066 -1.260 -0.190  0.1334
H27 3.466 0.560 -3.629  0.0969
H28 4.660 -1.045 -2.497  0.0941
O4 0.175 -0.451 -3.377  -0.0313
C14 -0.935 -1.176 -2.889  -0.2391
C15 0.508 -2.864 -1.718  -0.0684
C16 -0.748 -2.305 -1.971  -0.1681
H29 1.387 -2.445 -2.231  0.0868
C17 0.616 -4.012 -0.941  -0.0820
H30 -1.823 -0.578 -2.678  0.1106
C18 -1.906 -2.950 -1.474  -0.0163
H31 1.608 -4.438 -0.779  0.1056
C19 -0.525 -4.628 -0.413  -0.1180
C20 -1.786 -4.088 -0.681  -0.0902
H32 -2.873 -2.561 -1.814  0.1261
H33 -0.412 -5.545 0.178  0.1001
H34 -2.693 -4.581 -0.311  0.1086
Si1 0.305 3.295 -2.150  0.4329
Cl2 -1.320 1.708 -1.192  0.3439
C21 1.891 3.422 -1.136  -0.2386
C22 -0.689 4.755 -1.490  -0.2630
C23 0.241 3.152 -3.989  -0.2194
H35 2.128 2.504 -0.568  0.0006
H36 1.751 4.242 -0.405  0.0188
H37 2.764 3.687 -1.762  0.0240
H38 1.015 2.515 -4.437  0.0224
H39 0.320 4.172 -4.405  0.0298
H40 -0.741 2.749 -4.290  0.0281
H41 -0.421 4.983 -0.445  -0.0032
H42 -1.764 4.527 -1.486  0.0137
H43 -0.511 5.659 -2.097  0.0258
C24 -4.319 1.237 3.470  -0.1954
Si2 -3.026 -0.073 3.078  0.3961
C25 -1.588 -0.015 4.301  -0.1813
C26 -3.819 -1.775 3.162  -0.1976
C27 -2.432 0.178 1.315  -0.3782
H44 -5.105 0.865 4.146  0.0253
H45 -4.817 1.542 2.540  0.0292
H46 -3.896 2.155 3.907  0.0173
H47 -1.842 0.578 5.191  0.0304
H48 -1.340 -1.028 4.643  0.0242
H49 -0.665 0.401 3.871  -0.0008
H50 -4.585 -1.853 2.375  0.0334
H51 -3.061 -2.556 2.995  0.0101
H52 -4.295 -1.933 4.141  0.0269
H53 -3.211 0.696 0.728  -0.0091
H54 -2.132 -0.734 0.765  -0.0147

Atoms 1-2, force components in eV/Å:
0.0185 -0.0869 -0.0771
-1.4146 1.1812 1.5655

Results for max |F|: 2.1, 2.4 (in eV Å⁻¹, following the order of the records).